Record 1
2 unconnected molecules or ions with the total composition C10H19Br2IN3OP at a distorted geometry. Source: the OMol25 dataset; level of theory: the ωB97M-V functional and the def2-TZVPD basis.

```
! RIJCOSX wB97M-V def2-TZVPD def2/J DEFGRID3
* xyz 0 1
C 1.902 -0.473 2.210
C 2.090 -0.728 0.727
O 3.176 -0.664 0.212
N 0.919 -1.093 -0.004
C 1.166 -1.799 -1.297
C -0.086 -0.059 -0.130
C 0.413 1.370 -0.418
C 1.519 1.532 -1.481
C 2.545 2.560 -1.023
I 3.791 3.225 -2.591
C -1.048 -0.057 1.097
C -2.458 0.179 0.532
Br -3.013 2.014 0.457
P -3.778 -0.756 1.541
N -4.534 0.095 2.581
C -2.288 -0.321 -0.855
N -1.072 -0.471 -1.176
H 2.697 -0.988 2.740
H 0.935 -0.801 2.581
H 1.998 0.598 2.399
H 0.409 -2.571 -1.413
H 2.114 -2.315 -1.294
H 1.128 -1.123 -2.154
H -0.450 1.950 -0.749
H 0.715 1.816 0.530
H 1.085 1.875 -2.421
H 2.028 0.595 -1.676
H 3.171 2.155 -0.232
H 2.053 3.445 -0.623
H -0.753 0.649 1.869
H -0.998 -1.056 1.529
H -2.942 -1.727 2.105
H -4.517 -1.378 0.515
H -5.531 0.183 2.451
H -3.092 -0.557 -1.541
H -0.794 -0.833 -2.086
Br 1.499 -4.469 -2.911
*
```

Its energy relative to the best compared isomer or geometry (same formula, charge and spin) is 0.00 kcal per mole. The calculation puts the frontier orbital gap at 3.69 eV. The total energy comes out at -6418.89939 a.u. The lowest unoccupied orbital energy is -2.72 eV.


Record 2
C10H19Br2NO in the gas phase at a distorted geometry. Source: the OMol25 dataset; level of theory: the ωB97M-V functional and the def2-TZVPD basis.

```
! RIJCOSX wB97M-V def2-TZVPD def2/J DEFGRID3
* xyz 0 1
Br 1.331 0.626 -2.252
Br 0.939 -0.854 2.209
O 3.448 -1.244 -1.050
C 1.030 0.423 -0.363
C 1.539 -0.664 0.374
N -1.227 1.478 0.036
C 0.224 1.558 0.325
C -2.411 0.421 1.963
C -2.890 2.865 -1.017
C 3.216 -2.467 0.944
C 1.616 -2.801 -0.931
C -1.969 0.304 0.516
C -1.655 1.991 -1.267
C 2.445 -1.767 -0.170
H 3.032 -0.690 -1.743
H 0.646 2.502 0.015
H 0.398 1.534 1.402
H -2.788 -0.517 2.322
H -1.541 0.688 2.590
H -3.188 1.172 2.107
H -3.559 2.369 -0.341
H -2.563 3.826 -0.591
H -3.380 3.056 -1.994
H 3.797 -1.718 1.488
H 3.937 -3.204 0.539
H 2.511 -2.986 1.603
H 1.001 -2.360 -1.702
H 0.874 -3.304 -0.285
H 2.297 -3.567 -1.310
H -1.421 -0.613 0.317
H -2.887 0.153 -0.060
H -0.879 2.600 -1.754
H -1.924 1.188 -1.922
*
```

The SMILES is CCN(CC)C/C(Br)=C(\Br)C(C)(C)O. Its energy relative to the best compared isomer or geometry (same formula, charge and spin) is 0.00 kcal per mole. The calculation puts the frontier orbital gap at 8.62 eV. The total energy comes out at -5670.40194 a.u. The lowest unoccupied orbital energy is 0.35 eV.


Record 3
3 unconnected molecules or ions with the total composition C10H19BrNO5S2. Source: the OMol25 dataset; level of theory: the ωB97M-V functional and the def2-TZVPD basis.

```
! RIJCOSX wB97M-V def2-TZVPD def2/J DEFGRID3
* xyz -1 1
N -5.039 -3.431 -1.581
C -4.232 -2.742 -1.119
O -3.395 -1.919 -0.648
C -1.978 -2.559 -0.409
C -1.059 -1.406 -0.793
C 0.351 -1.858 -1.192
O 0.673 -1.360 -2.506
C -2.037 -2.828 1.128
C -0.850 -2.311 1.874
O 0.292 -2.561 1.745
Br -1.320 -0.923 3.299
H -1.496 -0.955 -1.688
H -0.984 -0.591 -0.046
H 1.102 -1.487 -0.486
H 0.372 -2.953 -1.193
H 1.231 -2.009 -2.942
H -2.044 -3.906 1.345
H -2.946 -2.403 1.559
C 4.157 0.744 -5.804
S 3.693 0.619 -4.068
O 3.949 -0.791 -3.679
C 1.930 0.804 -4.335
H 5.234 0.605 -5.866
H 3.649 -0.042 -6.364
H 3.888 1.729 -6.185
H 1.584 -0.010 -4.971
H 1.745 1.770 -4.808
H 1.425 0.738 -3.375
C -1.676 4.230 5.266
S -1.445 2.465 4.991
O -1.978 1.793 6.204
C 0.343 2.470 5.153
H -2.746 4.422 5.230
H -1.283 4.496 6.248
H -1.173 4.791 4.478
H 0.615 2.861 6.133
H 0.779 3.071 4.354
H 0.670 1.437 5.053
*
```

The calculation puts the frontier orbital gap at 5.50 eV. The total energy comes out at -4193.66955 a.u. The lowest unoccupied orbital energy is 2.27 eV.


Record 4
4 unconnected molecules or ions with the total composition C10H19Cl6N at a distorted geometry. Source: the OMol25 dataset; level of theory: the ωB97M-V functional and the def2-TZVPD basis.

```
! RIJCOSX wB97M-V def2-TZVPD def2/J DEFGRID3
* xyz 0 1
C 3.623 -2.643 5.392
C 2.913 -2.197 4.111
C 1.715 -1.293 4.410
C 0.905 -0.950 3.247
N 0.296 -0.694 2.308
H 4.687 -2.509 5.197
H 3.436 -3.679 5.666
H 3.386 -2.046 6.272
H 2.552 -2.966 3.422
H 3.590 -1.627 3.464
H 2.051 -0.353 4.854
H 1.106 -1.835 5.140
Cl -2.088 6.758 -1.965
C -1.990 5.202 -2.867
C -2.875 4.127 -2.252
Cl -2.952 2.762 -3.338
H -0.942 4.931 -2.939
H -2.331 5.461 -3.866
H -3.864 4.554 -2.093
H -2.495 3.908 -1.255
Cl -0.759 -3.969 -4.813
C -0.918 -2.802 -3.509
C -2.308 -2.779 -2.917
Cl -2.330 -1.494 -1.666
H -0.631 -1.836 -3.919
H -0.200 -3.016 -2.717
H -2.570 -3.681 -2.375
H -3.066 -2.533 -3.654
Cl 1.630 0.216 -2.359
C 0.729 0.316 -0.813
C -0.415 1.319 -0.890
Cl 0.276 2.979 -0.989
H 1.407 0.655 -0.033
H 0.428 -0.689 -0.537
H -0.958 1.232 0.047
H -1.035 1.169 -1.765
*
```

The SMILES is CCCC#N.ClCCCl.ClCCCl.ClCCCl. Its energy relative to the best compared isomer or geometry (same formula, charge and spin) is 0.00 kcal per mole. The calculation puts the frontier orbital gap at 11.07 eV. The total energy comes out at -3208.33497 a.u. The lowest unoccupied orbital energy is 0.56 eV.